2 unconnected molecules or ions with the total composition C3H3N3O at a distorted geometry, computed with wB97M-V/def2-TZVPD.

Calculated values
total energy = -355.51042 a.u.
energy relative to the best compared isomer or geometry (same formula, charge and spin) = 339.9 kJ/mol
M = 97.1 g mol⁻¹
net charge = 0
HOMO-LUMO gap = 11.546 eV

Positions of all 10 atoms, in Å:
C1 0.17212 -2.54425 -1.94250
C2 -0.89333 1.05277 0.69466
C3 -0.25340 0.36808 1.69446
N1 0.55108 -1.48284 -2.21305
N2 -0.03435 1.07136 -0.35061
N3 1.02056 0.47546 -0.04989
O1 0.93869 0.01164 1.22806
H1 -1.86129 1.50073 0.65535
H2 0.85362 -0.55448 -2.42070
H3 -0.49370 0.10152 2.70422

Results of the natural (NBO) charge analysis, in e, for atoms 1 through 8: atom 1 (C): 0.271, atom 2 (C): -0.165, atom 3 (C): 0.105, atom 4 (N): -0.730, atom 5 (N): -0.214, atom 6 (N): 0.077, atom 7 (O): -0.256, atom 8 (H): 0.232

---

A single C3H3N3O molecule, computed with wB97M-V/def2-TZVPD.

Calculated values
total energy = -355.52667 a.u.
energy relative to the best compared isomer or geometry (same formula, charge and spin) = 297.3 kJ/mol
M = 97.1 g mol⁻¹
net charge = 0
SMILES = O=Cc1cnn[nH]1
HOMO-LUMO gap = 10.387 eV

Positions of all 10 atoms, in Å:
N1 1.19594 0.59525 0.25132
C1 0.39445 -0.51491 0.24411
N2 1.07814 1.30676 -0.85212
N3 0.21596 0.71695 -1.62754
O1 -1.30878 0.59260 1.45053
C2 -0.93042 -0.44221 0.96723
C3 -0.17214 -0.42504 -1.01832
H1 1.85890 0.90581 0.94584
H2 -1.55291 -1.35069 0.87420
H3 -0.91937 -1.11018 -1.39754

Results of the natural (NBO) charge analysis, in e, for atoms 1 through 8: atom 1 (N): -0.302, atom 2 (C): -0.105, atom 3 (N): 0.021, atom 4 (N): -0.256, atom 5 (O): -0.532, atom 6 (C): 0.397, atom 7 (C): -0.015, atom 8 (H): 0.425

---

2 unconnected molecules or ions with the total composition C3H3N3O at a distorted geometry, computed with wB97M-V/def2-TZVPD.

Calculated values
total energy = -355.40012 a.u.
energy relative to the best compared isomer or geometry (same formula, charge and spin) = 629.5 kJ/mol
M = 97.1 g mol⁻¹
net charge = 0
HOMO-LUMO gap (spin up / spin down) = 7.901 / 7.903 eV

Positions of all 10 atoms, in Å:
C1 2.18525 -0.00355 0.00182
C2 -1.26004 1.42222 0.66818
C3 -0.71236 -1.03471 -0.64926
N1 2.21379 -1.14684 -0.04904
N2 -1.10653 2.57330 0.47690
N3 -1.38099 0.21385 1.10814
O1 -1.03341 -0.89547 0.54857
H1 -0.49911 -0.17300 -1.29358
H2 -0.27543 -2.05427 -0.92817
H3 1.86883 1.09847 0.11644

Results of the natural (NBO) charge analysis, in e, for atoms 1 through 8: atom 1 (C): 0.068, atom 2 (C): 0.317, atom 3 (C): 0.101, atom 4 (N): -0.340, atom 5 (N): -0.402, atom 6 (N): -0.307, atom 7 (O): -0.117, atom 8 (H): 0.187

---

A single C3H3N3O molecule at a distorted geometry, computed with wB97M-V/def2-TZVPD.

Calculated values
total energy = -355.49325 a.u.
energy relative to the best compared isomer or geometry (same formula, charge and spin) = 385.0 kJ/mol
M = 97.1 g mol⁻¹
net charge = 0
SMILES = [H]/N=N/C=C\N=C=O
HOMO-LUMO gap = 8.795 eV

Positions of all 10 atoms, in Å:
O1 2.25322 -1.01204 -0.20766
C1 1.10348 -0.91504 -0.00456
N1 0.90030 1.05722 -0.08942
N2 -0.04742 1.08506 0.71902
C2 -1.19843 0.59060 0.00116
C3 -1.20744 -0.74175 -0.04026
N3 -0.01266 -1.33242 0.37232
H1 1.79114 1.37553 0.31539
H2 -1.61534 1.32513 -0.68552
H3 -1.97861 -1.42987 -0.37804

Results of the natural (NBO) charge analysis, in e, for atoms 1 through 8: atom 1 (O): -0.494, atom 2 (C): 0.847, atom 3 (N): -0.350, atom 4 (N): -0.063, atom 5 (C): -0.164, atom 6 (C): -0.012, atom 7 (N): -0.578, atom 8 (H): 0.351

---

A molecular structure, C3H3N3O at a distorted geometry, computed with wB97M-V/def2-TZVPD.

Calculated values
total energy = -355.42349 a.u.
energy relative to the best compared isomer or geometry (same formula, charge and spin) = 568.2 kJ/mol
M = 97.1 g mol⁻¹
net charge = 0
HOMO-LUMO gap = 8.256 eV

Positions of all 10 atoms, in Å:
O1 2.51074 0.36640 -0.36571
C1 1.79203 -0.35151 0.26094
N1 0.36093 -0.27023 0.20513
C2 -0.50566 0.78993 -0.35579
N2 -1.65229 1.04123 0.53237
C3 -1.71423 -0.02795 -0.16266
N3 -0.33276 -1.18736 0.64701
H1 2.05636 -1.18659 0.92065
H2 -0.11968 1.54971 -1.03844
H3 -2.39545 -0.72364 -0.64350

Results of the natural (NBO) charge analysis, in e, for atoms 1 through 8: atom 1 (O): -0.466, atom 2 (C): 0.545, atom 3 (N): -0.168, atom 4 (C): -0.099, atom 5 (N): -0.404, atom 6 (C): 0.096, atom 7 (N): -0.120, atom 8 (H): 0.152

---

A single C3H3N3O molecule at a distorted geometry, computed with wB97M-V/def2-TZVPD.

Calculated values
total energy = -355.51582 a.u.
energy relative to the best compared isomer or geometry (same formula, charge and spin) = 325.7 kJ/mol
M = 97.1 g mol⁻¹
net charge = 0
SMILES = N#CN/N=C\C=O
HOMO-LUMO gap = 9.611 eV

Positions of all 10 atoms, in Å:
O1 0.34693 -0.98833 -1.40344
C1 0.96878 -0.44339 1.04323
N1 1.12276 0.82793 0.65587
N2 -0.04322 1.45339 0.16779
C2 -0.91556 0.64580 -0.29678
C3 -0.63825 -0.78226 -0.73896
N3 0.45619 -1.41228 1.43760
H1 1.98657 1.16881 0.25824
H2 -1.87896 1.08400 -0.55384
H3 -1.40525 -1.55369 -0.56970

Results of the natural (NBO) charge analysis, in e, for atoms 1 through 8: atom 1 (O): -0.500, atom 2 (C): 0.410, atom 3 (N): -0.504, atom 4 (N): -0.174, atom 5 (C): -0.031, atom 6 (C): 0.367, atom 7 (N): -0.363, atom 8 (H): 0.425

---

A single C3H3N3O2 molecule at a distorted geometry, computed with wB97M-V/def2-TZVPD.

Calculated values
total energy = -430.77645 a.u.
energy relative to the best compared isomer or geometry (same formula, charge and spin) = 379.5 kJ/mol
M = 113.1 g mol⁻¹
net charge = 0
SMILES = O=c1nncc(O)[nH]1
HOMO-LUMO gap = 8.793 eV

Positions of all 11 atoms, in Å:
C1 0.85481 -0.13777 -0.11716
C2 0.73483 1.23203 -0.17746
C3 -1.71014 -0.25147 0.00321
H1 2.05721 -1.56081 0.57367
H2 1.57318 2.02577 -0.35806
H3 -0.15886 -1.75894 0.10551
N1 -0.59980 1.71823 -0.07235
N2 -1.75574 1.14735 0.25717
N3 -0.37879 -0.78071 0.01738
O1 2.07863 -0.66733 -0.01558
O2 -2.69534 -0.96634 -0.21634

Results of the natural (NBO) charge analysis, in e, for atoms 1 through 8: atom 1 (C): 0.529, atom 2 (C): -0.211, atom 3 (C): 0.711, atom 4 (H): 0.498, atom 5 (H): 0.246, atom 6 (H): 0.408, atom 7 (N): -0.139, atom 8 (N): -0.232

---

A single C3H3N3O2 molecule at a distorted geometry, computed with wB97M-V/def2-TZVPD.

Calculated values
total energy = -430.68251 a.u.
energy relative to the best compared isomer or geometry (same formula, charge and spin) = 626.1 kJ/mol
M = 113.1 g mol⁻¹
net charge = 0
SMILES = [H]/N=c1/nncc(O)o1
HOMO-LUMO gap = 8.413 eV

Positions of all 11 atoms, in Å:
C1 0.41301 -0.15278 -0.96005
C2 0.07698 -1.44638 -0.53288
C3 -0.74554 0.59548 0.99693
H1 1.75710 0.89425 -1.59398
H2 0.16220 -2.36909 -1.04742
H3 0.31534 2.04556 1.82167
N1 -1.05969 -1.57478 0.41378
N2 -1.47391 -0.54806 1.11909
N3 -0.65514 1.43629 1.77830
O1 0.98034 0.27636 -2.06783
O2 0.22931 0.84315 0.07239

Results of the natural (NBO) charge analysis, in e, for atoms 1 through 8: atom 1 (C): 0.636, atom 2 (C): -0.291, atom 3 (C): 0.564, atom 4 (H): 0.507, atom 5 (H): 0.229, atom 6 (H): 0.377, atom 7 (N): -0.073, atom 8 (N): -0.189

---

A single C3H3N3O2 molecule at a distorted geometry, computed with wB97M-V/def2-TZVPD.

Calculated values
total energy = -430.86204 a.u.
energy relative to the best compared isomer or geometry (same formula, charge and spin) = 154.7 kJ/mol
M = 113.1 g mol⁻¹
net charge = 0
SMILES = O=C(O)n1cnnc1
HOMO-LUMO gap = 10.693 eV

Positions of all 11 atoms, in Å:
C1 -1.32740 -0.03665 -0.00267
C2 0.80847 -0.87568 1.02962
C3 1.06241 0.57625 -0.59546
H1 -2.54739 0.95620 -1.15728
H2 0.41696 -1.62429 1.73131
H3 0.90259 1.36816 -1.28766
N1 0.06157 -0.04283 0.15307
N2 2.07706 -0.75920 0.70608
N3 2.23975 0.23694 -0.23488
O1 -1.54968 0.92039 -0.93430
O2 -2.14432 -0.71929 0.59217

Results of the natural (NBO) charge analysis, in e, for atoms 1 through 8: atom 1 (C): 0.917, atom 2 (C): 0.166, atom 3 (C): 0.187, atom 4 (H): 0.517, atom 5 (H): 0.239, atom 6 (H): 0.221, atom 7 (N): -0.466, atom 8 (N): -0.271

---

A single C3H3N3O2 molecule at a distorted geometry, computed with wB97M-V/def2-TZVPD.

Calculated values
total energy = -430.62036 a.u.
energy relative to the best compared isomer or geometry (same formula, charge and spin) = 789.3 kJ/mol
M = 113.1 g mol⁻¹
net charge = 0
SMILES = O/N=c1\cconn1
HOMO-LUMO gap = 9.383 eV

Positions of all 11 atoms, in Å:
C1 0.60947 -0.30267 -0.03734
C2 -0.00028 0.93055 -0.31277
C3 -1.25301 1.21302 0.00631
H1 3.37319 0.04980 0.72985
H2 0.52886 1.92703 -0.43392
H3 -1.55874 2.37899 -0.11025
N1 1.75668 -0.67947 0.11240
N2 -1.55782 -1.07247 0.02317
N3 -0.38657 -1.25317 -0.29876
O1 2.46726 0.48917 0.06062
O2 -2.11306 0.21515 0.31680

Results of the natural (NBO) charge analysis, in e, for atoms 1 through 8: atom 1 (C): 0.234, atom 2 (C): -0.392, atom 3 (C): 0.176, atom 4 (H): 0.484, atom 5 (H): 0.248, atom 6 (H): 0.227, atom 7 (N): -0.118, atom 8 (N): 0.173